The molecule C4H11NOS, computed with the ωB97M-V functional and the def2-TZVPD basis.

CARTESIAN COORDINATES (ANGSTROEM)
O -1.87 -1.98 1.91
C -1.49 -0.69 1.47
N -0.23 -0.73 0.77
C 0.31 0.60 0.55
C 1.51 0.61 -0.40
C 1.17 0.52 -1.91
S -0.15 -0.56 -2.48
H -1.34 -2.18 2.69
H -2.35 -0.30 0.92
H -1.36 -0.02 2.33
H -0.38 -1.19 -0.12
H -0.44 1.34 0.22
H 0.68 0.94 1.52
H 2.16 -0.19 -0.06
H 1.98 1.59 -0.28
H 2.07 0.36 -2.51
H 0.90 1.55 -2.18
H -1.16 0.32 -2.43

Summary:
- SMILES: OCNCCCS
- Charge: 0
- Kohn-Sham gap: 9.66 eV
- Energy: -687.16236 Eh
- HOMO energy: -8.9 eV
- Energy above the lowest of the compared OMol25 structures with the same formula, charge and spin: 1.278 eV